Record 1
Entry from OMol25: a structure of composition C48H40As2CuF12Hg2N8O16 in a non-equilibrium geometry (ωB97M-V/def2-TZVPD).

Each line ends with the Löwdin charge.
Atoms and positions in Å:
Hg1 2.112 20.493 -1.846  0.809
Hg2 1.566 24.754 -14.831  0.643
As1 0.725 14.716 -4.990  0.892
As2 1.211 22.963 -7.931  0.856
Cu1 -3.132 18.370 -8.821  0.994
F1 -0.590 14.702 -3.693  -0.307
F2 -0.378 22.093 -7.717  -0.343
F3 0.892 23.466 -9.642  -0.330
F4 1.048 16.343 -4.401  -0.293
F5 2.712 23.923 -8.038  -0.296
F6 0.473 13.011 -5.446  -0.271
F7 2.055 14.897 -6.298  -0.325
F8 -0.405 15.394 -6.199  -0.318
F9 0.308 24.412 -7.418  -0.303
F10 1.667 22.538 -6.282  -0.297
F11 1.854 21.458 -8.586  -0.285
F12 1.929 14.181 -3.850  -0.269
O1 1.854 26.660 -1.188  0.045
O2 9.240 23.592 -3.767  0.135
O3 -5.332 20.567 -2.682  0.103
O4 -3.400 27.968 -12.008  0.096
O5 -9.699 23.211 -7.107  0.071
O6 -7.597 22.997 -6.839  0.076
O7 -5.571 22.682 -13.820  0.003
O8 -4.864 22.966 -15.913  0.063
O9 -3.679 21.269 -1.572  0.059
O10 3.537 29.628 -11.172  0.086
O11 4.112 31.463 -12.193  0.073
O12 0.627 17.919 -13.262  0.080
O13 -3.793 29.589 -10.642  0.118
O14 1.988 18.695 -14.713  0.077
O15 0.607 28.281 -0.619  0.105
O16 7.849 23.028 -2.188  0.073
N1 1.699 27.857 -0.844  -0.334
N2 -4.153 28.680 -11.342  -0.334
N3 -5.801 22.801 -15.113  -0.261
N4 8.936 23.414 -2.632  -0.351
N5 1.603 17.778 -13.978  -0.326
N6 -8.648 23.529 -6.541  -0.343
N7 -4.913 21.099 -1.686  -0.338
N8 3.771 30.840 -11.169  -0.299
C1 -6.390 28.705 -10.140  0.062
C2 4.105 28.142 -0.447  0.046
C3 -7.394 23.057 -16.975  -0.007
C4 -9.765 24.934 -4.832  0.001
C5 -8.594 26.296 -3.373  -0.063
C6 -7.433 25.343 -5.210  -0.014
C7 2.923 16.094 -15.149  0.064
C8 11.322 23.841 -1.965  0.080
C9 -7.176 22.618 -15.696  -0.148
C10 2.558 14.253 -13.108  -0.013
C11 12.329 24.088 -1.006  -0.010
C12 2.728 30.149 -0.441  0.012
C13 10.664 23.986 0.694  -0.009
C14 9.666 23.648 -0.221  0.030
C15 -8.114 21.522 0.349  -0.027
C16 -9.506 22.166 -15.426  -0.014
C17 -6.310 28.013 -12.435  -0.013
C18 5.034 30.322 0.089  -0.066
C19 9.970 23.570 -1.575  -0.092
C20 3.515 14.818 -15.208  -0.018
C21 3.924 31.580 -9.857  -0.128
C22 3.670 31.767 -7.462  -0.002
C23 -7.369 26.214 -4.118  -0.019
C24 -8.403 28.146 -11.321  -0.048
C25 -8.647 23.005 -17.559  -0.036
C26 -8.609 24.675 -5.604  -0.108
C27 -5.480 22.433 0.309  0.018
C28 3.663 30.921 -8.659  0.097
C29 11.990 24.163 0.332  -0.035
C30 4.207 33.699 -8.756  0.017
C31 2.262 16.434 -13.970  -0.105
C32 -5.647 28.433 -11.319  -0.087
C33 3.796 30.947 -0.043  -0.021
C34 -8.200 22.159 -14.894  0.008
C35 -7.227 21.122 -0.658  0.044
C36 -7.688 22.466 1.290  -0.033
C37 -6.355 22.929 1.294  -0.004
C38 -5.860 21.524 -0.670  -0.119
C39 5.229 28.958 -0.088  -0.023
C40 4.219 32.897 -9.922  0.035
C41 -7.805 28.643 -10.200  -0.039
C42 3.306 13.868 -14.218  -0.018
C43 -9.766 25.720 -3.715  -0.074
C44 3.986 33.081 -7.543  -0.075
C45 -7.652 27.773 -12.418  -0.029
C46 -9.709 22.469 -16.809  -0.023
C47 2.083 15.525 -12.942  0.022
C48 2.862 28.774 -0.583  -0.118
H1 -5.850 27.731 -13.370  0.133
H2 -10.330 21.673 -14.932  0.110
H3 3.446 31.354 -6.489  0.117
H4 -4.426 22.659 0.376  0.121
H5 -6.609 23.546 -17.533  0.126
H6 11.521 23.879 -3.026  0.126
H7 3.914 33.739 -6.689  0.122
H8 -10.706 25.741 -3.183  0.124
H9 3.637 31.984 0.211  0.121
H10 4.329 34.767 -8.859  0.128
H11 -6.525 25.215 -5.781  0.113
H12 -8.393 28.940 -9.345  0.119
H13 5.926 30.797 0.471  0.113
H14 4.438 33.352 -10.876  0.133
H15 8.687 23.447 0.188  0.127
H16 -9.040 20.967 0.336  0.119
H17 10.424 24.244 1.715  0.126
H18 3.422 29.872 -8.568  0.129
H19 -9.460 27.942 -11.234  0.123
H20 3.003 16.797 -15.965  0.131
H21 -8.706 23.304 -18.595  0.117
H22 -6.077 23.568 2.119  0.119
H23 -7.961 21.802 -13.903  0.119
H24 -8.113 27.344 -13.296  0.125
H25 3.669 12.864 -14.381  0.125
H26 -5.991 28.957 -9.168  0.125
H27 4.221 14.555 -15.981  0.122
H28 -7.586 20.397 -1.373  0.123
H29 1.741 30.584 -0.499  0.125
H30 -6.406 26.527 -3.744  0.111
H31 2.148 13.539 -12.410  0.131
H32 -10.615 24.322 -5.093  0.121
H33 4.189 27.076 -0.600  0.116
H34 -8.272 22.793 2.137  0.115
H35 -10.678 22.303 -17.257  0.111
H36 1.484 15.732 -12.067  0.134
H37 13.356 24.199 -1.322  0.124
H38 12.730 24.353 1.096  0.125
H39 6.261 28.639 -0.092  0.111
H40 -8.475 26.817 -2.435  0.109

**HOMO energy**: -0.5081 Ha
**Net charge**: +3
**Energy**: -11110.02129 hartree

Record 2
Entry from OMol25: a structure of composition C48H40BLiN8O16 in a non-equilibrium geometry (ωB97M-V/def2-TZVPD).

Each line ends with the Löwdin charge.
Atoms and positions in Å:
O1 5.392 5.621 -3.335  0.069
O2 -4.820 -11.358 -8.326  0.029
O3 4.637 -8.472 -1.211  0.068
O4 -3.818 -10.666 -10.125  0.034
O5 -1.675 -4.605 0.077  0.120
O6 4.239 5.882 -5.184  0.076
O7 5.992 4.504 4.985  0.059
O8 5.680 2.446 4.406  0.065
O9 -4.635 -2.849 -0.531  0.240
O10 -2.267 -2.507 -0.634  0.193
O11 -3.537 1.020 -2.967  0.055
O12 -3.721 -0.624 0.196  0.206
O13 -4.609 -5.111 -0.160  0.118
O14 6.095 -8.665 -2.788  0.097
O15 -4.108 1.606 -0.081  0.089
O16 -3.641 -1.150 -2.005  0.197
N1 -4.443 9.514 2.807  0.024
N2 4.671 5.229 -4.238  -0.348
N3 -4.129 -4.519 9.603  0.029
N4 1.644 -1.167 7.240  0.036
N5 5.442 3.656 4.293  -0.334
N6 -3.948 -10.587 -8.866  -0.281
N7 5.710 -8.189 -1.757  -0.354
N8 -5.893 8.862 -7.190  0.029
C1 6.440 -7.049 -1.196  -0.117
C2 -4.228 9.987 4.061  -0.144
C3 4.790 1.532 -3.228  -0.076
C4 -2.549 -3.795 -0.209  -0.319
C5 1.352 -2.064 6.295  -0.131
C6 -6.054 10.188 -6.904  -0.108
C7 2.887 1.950 -4.638  -0.058
C8 -3.805 10.402 -5.888  -0.079
C9 3.550 3.219 2.666  -0.014
C10 -5.036 10.979 -6.232  -0.075
C11 3.018 -2.787 8.408  -0.056
C12 5.940 -6.169 -0.197  0.008
C13 -1.323 -8.223 -6.568  -0.060
C14 8.502 -5.634 -1.115  -0.073
C15 -2.780 -10.108 -6.711  -0.018
C16 -1.559 -7.946 -7.900  -0.066
C17 -4.075 -4.000 -0.230  -0.367
C18 -4.344 10.396 1.753  -0.129
C19 5.171 2.878 -3.414  0.011
C20 -2.527 -8.641 -8.662  0.017
C21 -4.466 -4.538 8.279  -0.144
C22 -3.568 0.223 -1.950  -0.260
C23 4.157 5.507 3.289  -0.003
C24 3.248 6.006 2.322  -0.040
C25 4.360 4.119 3.392  -0.130
C26 3.277 3.272 -4.889  -0.002
C27 -4.252 -6.977 9.682  -0.070
C28 2.443 -1.508 8.249  -0.156
C29 -4.746 -5.745 7.556  -0.052
C30 -4.028 11.744 1.874  -0.076
C31 -4.589 -6.957 8.298  -0.077
C32 -3.791 0.500 -0.493  -0.413
C33 4.366 3.784 -4.161  -0.132
C34 -3.981 12.189 3.138  -0.112
C35 -4.126 11.395 4.266  -0.061
C36 2.019 -3.304 6.287  -0.079
C37 -3.044 -9.779 -8.044  -0.151
C38 -4.754 8.313 -6.905  -0.172
C39 -3.626 9.054 -6.369  -0.044
C40 2.387 5.060 1.666  -0.055
C41 -1.936 -9.341 -5.969  -0.068
C42 3.610 1.108 -3.766  -0.083
C43 2.694 -3.684 7.395  -0.112
C44 7.746 -6.701 -1.605  -0.011
C45 6.776 -5.212 0.376  -0.092
C46 -4.026 -5.724 10.279  -0.139
C47 8.061 -4.921 -0.014  -0.073
C48 2.604 3.675 1.780  -0.076
B1 -3.592 -1.829 -0.713  -0.855
Li1 -5.925 4.969 3.598  0.984
H1 1.623 5.403 0.983  0.096
H2 -3.206 -10.918 -6.138  0.121
H3 3.198 7.079 2.203  0.097
H4 -4.205 -7.893 10.253  0.092
H5 -4.286 9.531 5.038  0.089
H6 -4.609 7.266 -7.130  0.098
H7 5.287 0.892 -2.514  0.107
H8 9.515 -5.502 -1.466  0.105
H9 -2.994 10.931 -5.409  0.093
H10 8.644 -4.214 0.558  0.111
H11 3.592 2.162 2.885  0.117
H12 -4.255 11.801 5.258  0.100
H13 8.235 -7.303 -2.357  0.111
H14 -3.880 13.249 3.321  0.110
H15 3.272 0.119 -3.492  0.109
H16 -2.711 -8.510 -9.718  0.116
H17 -2.752 8.515 -6.034  0.083
H18 2.005 2.950 1.247  0.109
H19 1.949 1.528 -4.967  0.106
H20 -0.871 -7.323 -8.453  0.105
H21 -3.718 -5.538 11.298  0.090
H22 -4.369 9.857 0.817  0.098
H23 -5.182 12.024 -6.001  0.085
H24 1.752 -4.027 5.530  0.102
H25 -4.927 -5.791 6.492  0.091
H26 4.960 -6.328 0.229  0.114
H27 -0.509 -7.761 -6.029  0.108
H28 5.975 3.371 -2.888  0.107
H29 6.350 -4.622 1.174  0.105
H30 -4.757 -3.603 7.823  0.088
H31 2.633 -0.776 9.020  0.094
H32 -1.673 -9.653 -4.970  0.112
H33 -4.066 12.419 1.032  0.113
H34 4.871 6.112 3.828  0.109
H35 3.696 -3.058 9.204  0.098
H36 -7.039 10.571 -7.127  0.090
H37 -4.776 -7.914 7.834  0.091
H38 2.687 3.756 -5.654  0.115
H39 3.108 -4.676 7.497  0.104
H40 0.503 -1.811 5.676  0.102

**HOMO energy**: -0.3334 Ha
**Energy**: -3526.95445 hartree

What are the gap between HOMO and LUMO values for these records? In order: 1.06; 5.05 eV.